[1]
DFT (ωB97M-V with the def2-TZVPD basis set) results for 11 unconnected molecules or ions with the total composition C34H56Cl10O18.

Its total energy is -198247.131 eV. As for the energy above the lowest of the compared OMol25 structures with the same formula, charge and spin: 147.2 kJ/mol. The lowest unoccupied orbital energy is -0.0004 Eh. As for the structure (SMILES): C[C@H]1COC(=O)O1.C[C@H]1COC(=O)O1.C[C@H]1COC(=O)O1.C[C@H]1COC(=O)O1.C[C@H]1COC(=O)O1.C[C@H]1COC(=O)O1.ClCCCl.ClCCCl.ClCCCl.ClCCCl.ClCCCl.

Structure (ORCA input):
```
! wB97M-V def2-TZVPD RIJCOSX def2/J DEFGRID3
* xyz 0 1
C 2.49462 0.67323 -0.58196
C 1.26621 -0.13854 -0.91692
C 0.77318 -1.19517 0.05915
O -0.59253 -0.92902 0.24826
C -0.94242 0.24223 -0.35874
O -2.06050 0.64790 -0.28539
O 0.10232 0.71513 -1.03682
H 2.79396 1.32480 -1.39294
H 3.29331 -0.00473 -0.27971
H 2.24121 1.19620 0.33937
H 1.33677 -0.62124 -1.89792
H 1.39331 -1.18042 0.96468
H 0.86514 -2.22693 -0.28447
C 2.38178 4.55491 -2.26355
C 1.01244 5.17777 -2.55026
C 1.00939 6.64670 -2.99739
O 1.18074 6.58505 -4.42923
C 0.79381 5.33837 -4.82503
O 0.72702 4.98044 -5.95660
O 0.49263 4.59491 -3.75489
H 3.09757 5.18803 -1.73707
H 2.86047 4.16542 -3.15892
H 2.16212 3.75247 -1.55548
H 0.35542 4.99116 -1.70507
H 1.89643 7.06707 -2.52724
H 0.05222 7.12437 -2.81254
C -2.77313 1.30468 2.46974
C -2.08906 0.41114 3.47110
C -0.57542 0.71603 3.60754
O -0.36719 0.81875 4.99921
C -1.52894 0.84074 5.65829
O -1.66700 0.99319 6.82773
O -2.54533 0.71280 4.79572
H -2.52041 2.35372 2.64461
H -3.86341 1.30347 2.47973
H -2.44824 1.03120 1.46276
H -2.27277 -0.65152 3.31800
H -0.32132 1.69207 3.19490
H -0.10205 -0.10781 3.07046
C -3.02388 -2.68680 -1.80714
C -3.57533 -3.22584 -0.51580
C -2.53138 -3.56508 0.55166
O -2.97716 -2.87167 1.70905
C -4.00001 -2.07664 1.40493
O -4.48800 -1.31116 2.17884
O -4.33724 -2.18294 0.10847
H -2.13726 -2.10213 -1.55162
H -3.71017 -2.08569 -2.40108
H -2.70329 -3.45741 -2.51351
H -4.23299 -4.07159 -0.74466
H -1.57696 -3.19067 0.17143
H -2.36153 -4.62242 0.74055
C -3.41540 -3.12408 4.28710
C -2.01815 -3.71688 4.14269
C -1.81938 -4.88190 3.23223
O -0.85835 -4.45090 2.28915
C -0.35401 -3.26521 2.65365
O 0.65003 -2.78906 2.24192
O -1.09611 -2.70772 3.65745
H -3.38817 -2.14867 4.77260
H -4.02808 -3.84264 4.83085
H -3.90554 -2.89951 3.33445
H -1.67800 -3.92840 5.15875
H -2.77655 -5.18146 2.79632
H -1.48970 -5.77429 3.76682
C -5.88596 0.64786 -1.42727
C -5.43904 1.34217 -0.14880
C -4.65069 2.63581 -0.42540
O -5.02686 3.45776 0.65616
C -6.17212 2.97107 1.21428
O -6.67275 3.40918 2.19797
O -6.55424 1.84893 0.57590
H -5.18414 -0.10179 -1.79881
H -5.98664 1.34610 -2.26205
H -6.84130 0.12899 -1.34361
H -4.72561 0.70037 0.37031
H -4.92325 3.07062 -1.39202
H -3.58892 2.40266 -0.47949
Cl -3.88062 2.73573 -3.98034
C -2.44622 1.73531 -3.52373
C -2.29075 0.60591 -4.55207
Cl -1.16083 -0.59327 -3.93993
H -2.58545 1.31594 -2.53284
H -1.54239 2.32523 -3.65231
H -1.94261 1.04552 -5.48517
H -3.21465 0.07816 -4.77976
Cl 3.96209 3.68927 6.54851
C 2.75453 3.61694 5.27552
C 3.40183 3.11033 3.97985
Cl 2.21209 3.00146 2.63987
H 2.41133 4.63344 5.10706
H 1.93875 2.95265 5.54963
H 3.86665 2.13046 4.03804
H 4.18856 3.81335 3.71063
Cl 8.20105 0.11737 -2.32925
C 7.71080 -0.43518 -0.69797
C 6.43653 0.23582 -0.21084
Cl 5.92599 -0.25114 1.44771
H 8.57488 -0.28954 -0.05006
H 7.57449 -1.51590 -0.64826
H 5.67495 -0.13611 -0.88993
H 6.46412 1.31986 -0.21961
Cl 2.23519 -4.36324 -1.02507
C 3.98912 -4.04952 -1.00709
C 4.78717 -5.27678 -0.69561
Cl 4.74819 -6.50737 -1.95261
H 4.16903 -3.26528 -0.27364
H 4.24839 -3.67390 -1.99379
H 4.43596 -5.74017 0.22739
H 5.83812 -5.04992 -0.51629
Cl 6.03557 -3.15163 -4.13545
C 4.87812 -2.17350 -5.04900
C 3.77329 -1.61768 -4.18275
Cl 4.28461 -0.30135 -3.07403
H 4.39762 -2.85381 -5.75041
H 5.37318 -1.35993 -5.57124
H 3.24969 -2.40295 -3.63034
H 2.89343 -1.24211 -4.71021
*
```

These are the Löwdin partial charges, in e, on atoms 1 to 2: -0.051 -0.288

=====

[2]
DFT (ωB97M-V with the def2-TZVPD basis set) results for a molecular structure, C2H2LiO2Ru.

Its total energy is -8963.197 eV. As for the energy above the lowest of the compared OMol25 structures with the same formula, charge and spin: 284.4 kJ/mol. The lowest unoccupied orbital energy (alpha / beta) is -0.3895 / -0.4550 Eh. Its expectation value of S² is 8.757.

Structure (ORCA input):
```
! wB97M-V def2-TZVPD RIJCOSX def2/J DEFGRID3
* xyz 2 6
H -6.49061 -5.82707 -3.98026
O -4.00823 -3.90862 -2.03471
C -3.17181 -3.40474 -2.78429
C -3.40410 -3.76031 -4.28284
O -4.22128 -4.61242 -4.57668
Ru -2.07257 -1.77261 -2.03870
Li -5.12829 -5.39014 -2.90579
H -2.86767 -3.17907 -5.05691
*
```

These are the Löwdin partial charges, in e, on atoms 1 to 2: 0.171 -0.027

=====

[3]
DFT (ωB97M-V with the def2-TZVPD basis set) results for 2 unconnected molecules or ions with the total composition C10H16.

Its total energy is -10628.399 eV. As for the energy above the lowest of the compared OMol25 structures with the same formula, charge and spin: 129.8 kJ/mol. The lowest unoccupied orbital energy is 0.0369 Eh. As for the structure (SMILES): CCc1ccccc1.CC.

Structure (ORCA input):
```
! wB97M-V def2-TZVPD RIJCOSX def2/J DEFGRID3
* xyz 0 1
C -2.80475 0.44882 -1.37969
C -2.84547 -1.05314 -1.62517
H -3.17017 1.03835 -2.21229
H -3.37046 0.76322 -0.48958
H -1.79205 0.84330 -1.27455
H -3.74033 -1.53403 -1.23381
H -2.96297 -1.25529 -2.70465
H -1.91862 -1.47511 -1.23519
C 1.98079 -0.05670 -0.82973
C 2.57200 1.29104 -1.20059
C 1.34357 -0.25287 0.52472
C 1.31008 0.86552 1.36613
C 0.67245 -1.43430 0.85526
C 0.43127 0.88463 2.48148
C -0.06412 -1.43512 2.01650
C -0.04901 -0.37550 2.90630
H 1.41788 -0.44977 -1.69537
H 2.92368 -0.67469 -0.82706
H 3.38682 1.66165 -0.57226
H 1.77030 1.79996 1.12406
H 0.76238 -2.13095 0.02905
H 0.31605 1.73637 3.11458
H -0.72506 -2.27212 2.21155
H -0.48267 -0.38787 3.90763
H 1.99543 2.22598 -1.06321
H 3.04300 1.22864 -2.19412
*
```

These are the Löwdin partial charges, in e, on atoms 1 to 2: -0.176 -0.165

=====

[4]
DFT (ωB97M-V with the def2-TZVPD basis set) results for a molecular structure, C5H5NO2.

Its total energy is -10847.376 eV. As for the energy above the lowest of the compared OMol25 structures with the same formula, charge and spin: 380.0 kJ/mol. The lowest unoccupied orbital energy (alpha / beta) is -0.0305 / -0.0305 Eh.

Structure (ORCA input):
```
! wB97M-V def2-TZVPD RIJCOSX def2/J DEFGRID3
* xyz 0 1
C -2.09868 0.92481 0.00031
C -2.84087 -0.40310 -0.00031
C -0.98053 0.18525 0.00038
C 0.45788 0.43207 0.00021
C 2.57455 -0.55222 0.00000
N -1.79176 -1.12568 -0.00021
O 0.93890 1.54173 -0.00027
O 1.16381 -0.69898 0.00066
H -2.33514 1.97080 0.00064
H -3.87140 -0.70738 -0.00078
H 2.98390 -1.55889 0.00705
H 2.89950 0.00210 0.88333
H 2.89983 -0.01052 -0.89102
*
```

These are the Löwdin partial charges, in e, on atoms 1 to 2: 0.062 -0.122

=====

[5]
DFT (ωB97M-V with the def2-TZVPD basis set) results for C17H16N2O5S in the gas phase.

Its total energy is -41940.104 eV. As for the energy above the lowest of the compared OMol25 structures with the same formula, charge and spin: 224.9 kJ/mol. The lowest unoccupied orbital energy is -0.0039 Eh. As for the structure (SMILES): O=C(O)c1ccnc(NC(=O)[C@H](CS)Cc2ccc3c(c2)OCO3)c1.

Structure (ORCA input):
```
! wB97M-V def2-TZVPD RIJCOSX def2/J DEFGRID3
* xyz 0 1
O -0.56793 -0.53136 -7.60412
O -1.06953 0.09428 -1.53339
N 2.08554 -1.76783 -3.48902
O -1.72569 0.63852 -6.16932
O 0.41449 1.85826 6.49950
O -1.74244 1.55472 5.66723
S 0.07940 -3.10695 0.88113
C -0.62939 -0.14457 -6.44849
C -0.05611 -0.33441 -0.98081
C 2.28477 -2.00821 -4.73511
C 1.06125 -0.94414 -3.10628
C 1.40250 1.30130 4.27699
C 1.42199 -1.47307 -5.74439
C 0.12409 -0.39276 -4.02411
C 1.11363 1.20833 2.90050
C -1.21095 1.14116 3.35428
C 0.41851 1.40933 5.19848
C -0.88386 1.29707 4.65576
C 0.32690 -0.62428 -5.39569
C -0.25659 1.10518 2.36159
N 0.90520 -0.99177 -1.76463
C -0.97746 2.10141 6.71986
C -0.78972 -1.49265 1.17198
C -0.50864 1.03856 0.97224
C 0.04734 -0.33823 0.49178
H -2.23139 0.85629 -7.01914
H -0.96117 -3.94320 0.73133
H 3.05565 -2.64292 -4.99966
H 2.40096 1.43616 4.57588
H 1.65634 -1.54497 -6.79994
H -0.79587 0.19995 -3.82152
H 2.02807 1.15332 2.24634
H -2.32773 1.10154 3.17391
H 1.63553 -1.49862 -1.37299
H -1.32807 1.60844 7.61613
H -1.14612 3.15468 6.71127
H -0.89913 -1.25770 2.25683
H -1.77655 -1.53997 0.61893
H -1.56197 1.01504 0.74208
H -0.03802 1.75479 0.33122
H 1.02219 -0.45071 0.85336
*
```

These are the Löwdin partial charges, in e, on atoms 1 to 2: 0.080 0.072

=====

[6]
DFT (ωB97M-V with the def2-TZVPD basis set) results for C5H8 in the gas phase.

Its total energy is -5314.160 eV. As for the energy above the lowest of the compared OMol25 structures with the same formula, charge and spin: 0.7 kJ/mol. The lowest unoccupied orbital energy is 0.0462 Eh. As for the structure (SMILES): C1=CCCC1.

Structure (ORCA input):
```
! wB97M-V def2-TZVPD RIJCOSX def2/J DEFGRID3
* xyz 0 1
C -0.16744 -0.74748 0.81208
C -1.23188 -0.14322 -0.12005
C -0.49938 1.03625 -0.72224
C 0.81944 0.90049 -0.59381
C 1.18310 -0.34525 0.18286
H -0.29079 -1.82618 0.94637
H -0.25371 -0.27234 1.79618
H -1.50156 -0.85459 -0.91504
H -2.15794 0.10648 0.40907
H -0.99456 1.85918 -1.23102
H 1.56387 1.57146 -1.01475
H 1.57408 -1.12569 -0.48632
H 1.95676 -0.15910 0.93668
*
```

These are the Löwdin partial charges, in e, on atoms 1 to 2: -0.201 -0.202

=====

[7]
DFT (ωB97M-V with the def2-TZVPD basis set) results for C20H26N2O3 in the gas phase.

Its total energy is -30284.509 eV. As for the energy above the lowest of the compared OMol25 structures with the same formula, charge and spin: 274.7 kJ/mol. The lowest unoccupied orbital energy is 0.0290 Eh. As for the structure (SMILES): O=C(CCOc1ccccc1)NC[C@@H](c1ccco1)N1CCCCC1.

Structure (ORCA input):
```
! wB97M-V def2-TZVPD RIJCOSX def2/J DEFGRID3
* xyz 0 1
O -0.62306 -3.85461 0.43458
C -1.31380 -2.88865 0.67607
N -0.81970 -1.68777 1.04159
H -1.43849 -0.90235 1.16991
C 0.59130 -1.40155 1.07798
H 0.85814 -1.02598 2.06958
H 1.11797 -2.33944 0.89275
C 1.00122 -0.38539 -0.00658
C 0.41816 0.97422 0.27752
C 0.52051 2.15428 -0.40192
C -0.15802 3.12578 0.37361
C -0.62913 2.46824 1.46369
O -0.28419 1.16905 1.41765
H -1.20442 2.79173 2.30786
H -0.27237 4.16590 0.14699
H 1.00827 2.31653 -1.34124
N 2.45109 -0.38743 -0.12799
C 2.97438 -0.10031 -1.44740
C 4.43137 -0.55278 -1.51742
C 5.25388 0.17435 -0.45956
C 4.62064 -0.05553 0.90801
C 3.15781 0.37926 0.88054
H 2.69935 0.19482 1.85313
H 3.10547 1.46436 0.67719
H 5.15491 0.50376 1.67790
H 4.66575 -1.11682 1.15529
H 6.28451 -0.18452 -0.46686
H 5.26755 1.24493 -0.67944
H 4.47187 -1.62689 -1.33335
H 4.82815 -0.35628 -2.51487
H 2.38312 -0.64770 -2.18471
H 2.92031 0.97623 -1.68810
H 0.59692 -0.74868 -0.96006
C -2.83514 -2.91730 0.58729
C -3.25963 -2.51944 -0.83464
H -2.84455 -3.24288 -1.54166
O -2.73022 -1.28115 -1.25272
C -3.25580 -0.11313 -0.78360
C -4.32894 0.00103 0.09301
C -4.76282 1.25583 0.49079
C -4.14647 2.40061 0.02352
C -3.08510 2.28854 -0.86140
C -2.64031 1.04620 -1.25958
H -1.81547 0.94020 -1.94624
H -2.60236 3.17466 -1.24389
H -4.49194 3.37287 0.33957
H -5.59641 1.32988 1.17396
H -4.84399 -0.87091 0.46526
H -4.35344 -2.52741 -0.92530
H -3.17935 -3.93396 0.77523
H -3.26754 -2.24442 1.32800
*
```

These are the Löwdin partial charges, in e, on atoms 1 to 2: 0.065 -0.500

=====

[8]
DFT (ωB97M-V with the def2-TZVPD basis set) results for C20H29N3O4S in the gas phase.

Its total energy is -44704.346 eV. As for the energy above the lowest of the compared OMol25 structures with the same formula, charge and spin: 414.1 kJ/mol. The lowest unoccupied orbital energy is 0.0107 Eh. As for the structure (SMILES): COc1ccc(-c2cc(C)no2)cc1S(=O)(=O)NCCCN1CCCCCC1.

Structure (ORCA input):
```
! wB97M-V def2-TZVPD RIJCOSX def2/J DEFGRID3
* xyz 0 1
C 2.94082 1.25545 -3.59871
H 2.32597 0.64886 -4.27098
H 2.76099 2.31618 -3.79105
H 3.99245 1.03298 -3.77019
O 2.69896 0.92953 -2.24569
C 1.48327 1.20829 -1.71925
C 0.37359 1.65352 -2.43553
C -0.83030 1.86715 -1.79078
C -0.96373 1.65775 -0.41807
C 0.15319 1.22476 0.29957
C 1.34145 0.98853 -0.34780
S 2.77428 0.52492 0.64151
O 2.28441 0.09747 1.92002
O 3.67438 1.63582 0.57688
N 3.52865 -0.75900 -0.05291
H 3.89821 -0.57258 -0.96841
C 3.23164 -2.12657 0.29147
C 2.41773 -2.88593 -0.76051
H 2.96657 -2.83973 -1.70425
H 2.34999 -3.93281 -0.46439
C 0.99506 -2.35201 -0.98409
N 0.00290 -3.08016 -0.21952
C -1.30913 -3.10015 -0.82927
C -2.14582 -1.81495 -0.70748
H -1.48056 -0.94948 -0.71147
C -3.01199 -1.80160 0.54749
C -2.20206 -1.75710 1.83898
C -1.22167 -2.91854 2.00963
H -1.70859 -3.86644 1.78022
H -0.92456 -2.95306 3.06080
C 0.06808 -2.76160 1.20518
H 0.81858 -3.43340 1.64067
H 0.42606 -1.73052 1.35230
H -2.90123 -1.76185 2.67958
H -1.64289 -0.81984 1.88110
H -3.64571 -2.69251 0.54893
H -3.67336 -0.93174 0.51723
H -2.79840 -1.73241 -1.57951
H -1.86945 -3.93507 -0.40031
H -1.15742 -3.33520 -1.88653
H 0.98732 -1.27206 -0.75640
H 0.74404 -2.46965 -2.04128
H 2.70890 -2.07324 1.24517
H 4.18106 -2.65291 0.44928
H 0.11768 1.04818 1.36237
C -2.23686 1.86579 0.24018
C -2.60217 1.86867 1.56317
C -3.99927 2.10315 1.53521
N -4.40997 2.22708 0.29934
O -3.33533 2.08589 -0.50979
C -4.92677 2.19953 2.68789
H -5.93504 2.38472 2.33022
H -4.90883 1.27251 3.25861
H -4.62100 3.01032 3.34681
H -1.98410 1.73862 2.42553
H -1.68754 2.20216 -2.35391
H 0.43839 1.83353 -3.49659
*
```

These are the Löwdin partial charges, in e, on atoms 1 to 2: -0.055 0.100